1.
C14H16AsF6PPtS2Te2 | the ωB97M-V functional and the def2-TZVPD basis

CARTESIAN COORDINATES (ANGSTROEM)
Pt  -0.06  1.28  1.16
C  2.44  3.99  1.33
Te  1.28  2.93  -0.10
C  2.89  1.57  -0.50
H  2.67  3.31  2.15
H  1.86  4.84  1.68
H  3.36  4.34  0.84
H  3.68  2.10  -1.02
H  2.49  0.77  -1.13
H  3.25  1.14  0.43
F  -0.42  5.26  0.40
As  -0.08  6.97  0.68
F  0.75  6.57  2.16
F  1.43  6.74  -0.18
F  0.28  8.65  0.92
F  -0.88  7.34  -0.82
F  -1.57  7.12  1.55
S  0.98  -1.17  1.45
P  -0.25  -1.54  -0.08
S  -0.66  0.18  -1.03
C  -1.78  -2.33  0.52
C  -1.72  -3.64  0.98
C  -2.86  -4.24  1.50
C  -4.05  -3.53  1.57
C  -4.10  -2.22  1.12
C  -2.97  -1.62  0.59
C  0.42  -2.77  -1.23
C  -0.41  -3.39  -2.16
C  0.12  -4.28  -3.08
C  1.48  -4.55  -3.08
C  2.31  -3.94  -2.16
C  1.78  -3.05  -1.23
H  -0.79  -4.19  0.93
H  -2.81  -5.26  1.85
H  -4.93  -4.00  1.98
H  -5.03  -1.66  1.18
H  -3.01  -0.59  0.24
H  -1.47  -3.17  -2.16
H  -0.53  -4.75  -3.80
H  1.89  -5.25  -3.80
H  3.37  -4.15  -2.15
H  2.42  -2.56  -0.50
Te  -0.73  2.74  2.99

Properties
* spin multiplicity: 2
* HOMO-LUMO gap (spin up / spin down): 0.22530 / 0.22223 Eh
* total energy: -5171.4208 a.u.
* energy relative to the best compared isomer or geometry (same formula, charge and spin): 0.938 eV
* maximum force: 0.84 eV Å⁻¹
* net charge: -1

---

2.
C14H16BCl6F4O4S4Ti | the ωB97M-V functional and the def2-TZVPD basis

CARTESIAN COORDINATES (ANGSTROEM)
Ti  -0.26  0.46  -0.97
C  2.12  -2.72  0.26
C  3.10  -1.61  0.65
S  2.81  -0.16  -0.39
C  3.44  1.17  0.69
C  2.72  1.37  2.03
S  1.11  2.17  1.83
C  0.49  1.95  3.52
C  0.40  0.56  4.14
S  -0.74  -0.53  3.24
C  0.28  -2.01  3.02
C  -0.21  -2.79  1.80
S  0.37  -2.24  0.18
H  2.19  -3.55  0.96
H  2.36  -3.10  -0.73
H  4.13  -1.95  0.49
H  2.99  -1.34  1.69
H  3.39  2.07  0.08
H  4.49  0.95  0.88
H  3.29  2.01  2.69
H  2.53  0.42  2.52
H  -0.50  2.42  3.48
H  1.15  2.60  4.10
H  0.03  0.68  5.15
H  1.38  0.08  4.21
H  0.21  -2.63  3.91
H  1.32  -1.71  2.88
H  -1.30  -2.75  1.73
H  0.07  -3.84  1.88
F  -3.15  -0.70  1.29
B  -2.93  0.07  0.18
F  -1.84  -0.65  -0.65
F  -4.01  0.25  -0.62
F  -2.24  1.28  0.45
O  1.70  3.65  -0.69
Cl  0.58  3.10  -1.44
O  1.01  1.61  -1.73
O  0.48  3.73  -2.72
O  0.39  1.24  0.90
Cl  1.48  -2.02  -3.21
C  0.32  -0.90  -3.87
C  -0.43  -0.12  -3.00
C  -1.28  0.79  -3.60
Cl  -2.10  1.84  -2.47
C  -1.45  0.93  -4.96
Cl  -2.54  2.10  -5.60
C  -0.70  0.11  -5.80
Cl  -0.88  0.24  -7.51
C  0.19  -0.81  -5.25
Cl  1.14  -1.80  -6.29

Properties
* spin multiplicity: 2
* HOMO-LUMO gap (spin up / spin down): 0.31822 / 0.31856 Eh
* total energy: -6471.7783 a.u.
* energy relative to the best compared isomer or geometry (same formula, charge and spin): 0.000 eV
* maximum force: 1.88 eV Å⁻¹
* net charge: 0

---

3.
C14H16BrFN3O5P | the ωB97M-V functional and the def2-TZVPD basis

CARTESIAN COORDINATES (ANGSTROEM)
N  0.42  -3.58  1.07
P  -0.34  -2.05  0.56
F  -0.99  -0.61  -0.08
C  -2.07  -2.56  0.98
C  -2.82  -3.19  -0.17
O  -3.72  -3.95  0.01
Br  -2.36  -2.75  -2.03
H  -0.19  -4.20  1.58
H  0.67  -4.09  0.24
H  0.18  -2.26  -0.71
H  0.43  -1.28  1.42
H  -2.13  -3.23  1.82
H  -2.60  -1.66  1.23
C  -3.47  4.16  0.96
C  -3.34  2.89  0.42
C  -2.83  1.86  1.20
C  -2.48  2.12  2.51
C  -2.60  3.38  3.06
C  -3.10  4.41  2.28
N  -1.96  1.03  3.34
O  -1.86  -0.07  2.83
O  -1.66  1.28  4.49
H  -3.87  4.96  0.35
H  -3.62  2.70  -0.60
H  -2.72  0.87  0.78
H  -2.31  3.57  4.08
H  -3.20  5.40  2.69
C  2.44  -0.44  -1.26
C  2.20  -0.26  -2.61
C  3.26  -0.09  -3.49
C  4.55  -0.12  -2.99
C  4.81  -0.30  -1.64
C  3.75  -0.47  -0.77
N  5.68  0.04  -3.92
O  5.42  0.21  -5.09
O  6.80  -0.03  -3.46
H  1.61  -0.58  -0.58
H  1.19  -0.24  -2.98
H  3.08  0.06  -4.54
H  5.82  -0.32  -1.27
H  3.93  -0.61  0.28

Properties
* HOMO-LUMO gap: 0.34273 Eh
* SMILES: O=[N+]([O-])c1ccccc1.O=[N+]([O-])c1ccccc1.N[PH2](F)CC(=O)Br
* total energy: -4098.6069 a.u.
* maximum force: 1.09 eV Å⁻¹
* net charge: 0